No. 1
{"formula": "CH4N2O2", "method": "ωB97M-V/def2-TZVPD", "elements": ["C", "N", "N", "O", "O", "H", "H", "H", "H"], "positions_angstrom": [[-0.58131, -0.36250, 0.24951], [0.84930, 0.28458, 1.25458], [-0.37519, 0.11923, -1.10881], [0.75641, 0.15360, -1.53030], [-1.36406, 0.44264, -1.71916], [-0.47873, -1.43683, 0.32992], [-1.46306, 0.05310, 0.71158], [1.08461, 1.14312, 0.76551], [1.57203, -0.39695, 1.04717]], "max_force_ev_per_a": 9.4, "multiplicity": 3, "total_charge": 0, "s_squared": 2.01, "gap_ha": [0.3225, 0.2453], "e_above_lowest_kj_mol": 364.3, "total_energy_ev": -8169.0425}

=====

No. 2
{"formula": "C17H19F2N3O3S", "method": "ωB97M-V/def2-TZVPD", "elements": ["O", "O", "F", "F", "N", "N", "O", "C", "C", "C", "C", "C", "C", "C", "C", "N", "C", "C", "C", "C", "C", "C", "C", "C", "C", "S", "H", "H", "H", "H", "H", "H", "H", "H", "H", "H", "H", "H", "H", "H", "H", "H", "H", "H", "H"], "positions_angstrom": [[3.43284, 4.33610, -5.40730], [4.77989, 4.22587, -3.45668], [-1.91839, -2.03498, 7.10256], [-3.54024, -3.40548, 6.45467], [-1.71596, -1.24433, 1.69350], [-0.08705, 0.32787, 2.08317], [-0.54458, -0.22065, 3.28290], [-1.52050, -1.22626, 2.95157], [-0.83110, -0.29431, 1.16834], [1.65751, 0.51076, -3.19466], [1.50640, 1.91527, -1.31009], [2.12102, 1.60923, -3.95044], [2.05911, 2.95625, -1.99382], [1.31040, 0.64686, -1.84632], [2.46129, 2.77779, -3.25274], [2.61663, 5.47738, -3.45419], [-1.29146, -1.04207, -2.55889], [-0.42177, -2.75050, -0.81115], [-1.64308, -3.11211, 4.87112], [-2.93698, -1.55675, 5.01691], [-2.47106, -2.61047, 6.04160], [-2.32483, -2.19423, 3.80891], [-0.41473, -1.26172, -1.23242], [-0.63416, -0.11276, -0.23583], [0.75666, -0.36824, -0.85610], [3.41872, 4.15063, -3.94649], [1.46172, -0.47996, -3.74066], [1.32497, 2.12211, -0.31334], [2.37260, 1.35569, -4.96732], [2.11242, 3.92574, -1.53636], [3.43192, 6.05985, -3.36732], [2.06859, 5.65253, -4.29299], [-0.58546, -1.30573, -3.36226], [-1.53188, 0.07336, -2.55674], [-2.10943, -1.72633, -2.70963], [0.03128, -3.40823, -1.56633], [0.18260, -2.83140, 0.08149], [-1.38120, -3.22522, -0.82242], [-0.59723, -2.86750, 5.04102], [-1.66801, -4.17364, 4.67906], [-3.99402, -1.27332, 4.70702], [-2.36515, -0.63882, 5.22935], [-2.99528, -2.79974, 3.21154], [-1.03790, 0.90027, -0.47902], [1.45489, -0.85880, -0.20324]], "max_force_ev_per_a": 4.2, "total_charge": 0, "gap_ha": 0.3715, "e_above_lowest_kj_mol": 251.5, "total_energy_ev": -44815.0263}

=====

No. 3
{"formula": "C3H2N2O", "method": "ωB97M-V/def2-TZVPD", "elements": ["C", "C", "C", "N", "N", "O", "H", "H"], "positions_angstrom": [[0.84917, -0.60117, 0.47290], [-0.67080, -0.52448, 0.52027], [-0.21128, 1.10434, -0.95372], [1.36918, 0.19112, -0.35090], [-1.13354, 0.42846, -0.22285], [-0.16609, 1.94379, -1.76211], [1.05947, -1.51237, 0.94119], [-1.09611, -1.02970, 1.35523]], "max_force_ev_per_a": 4.2, "total_charge": 0, "gap_ha": 0.2933, "e_above_lowest_kj_mol": 169.8, "total_energy_ev": -8167.9534}

=====

No. 4
{"formula": "C27H34ClN2O3P2", "method": "ωB97M-V/def2-TZVPD", "elements": ["N", "C", "C", "P", "C", "O", "N", "O", "P", "O", "Cl", "H", "H", "H", "H", "H", "H", "H", "H", "H", "H", "C", "C", "C", "C", "C", "C", "H", "H", "H", "H", "H", "H", "C", "C", "C", "C", "C", "C", "H", "H", "H", "H", "H", "H", "C", "C", "C", "C", "C", "C", "H", "H", "H", "H", "H", "H", "C", "C", "C", "C", "C", "C", "H", "H", "H", "H", "H", "H"], "positions_angstrom": [[-2.66965, 2.48050, -3.96161], [-2.96554, 2.35683, -5.38308], [-3.60950, 3.64961, -5.87931], [-2.51457, 4.85563, -6.65552], [-1.94988, 4.30138, -8.32940], [-1.84578, 2.91123, -8.43873], [-0.45622, 2.48378, -8.25176], [-0.39383, 1.34507, -8.23526], [-0.78955, 5.73737, -5.49031], [-1.29490, 5.52161, -3.97932], [0.50403, 4.21517, -5.60888], [-2.13782, 1.67235, -3.65305], [-2.05248, 3.26555, -3.79112], [-3.71837, 1.57699, -5.48765], [-2.11659, 2.04309, -5.99297], [-4.11342, 4.13270, -5.04013], [-4.38202, 3.44623, -6.62397], [-3.28731, 5.98280, -6.92903], [-0.99344, 4.78630, -8.54445], [-2.68251, 4.64533, -9.05694], [-1.62209, 6.35967, -3.61522], [1.66151, 0.51522, -1.15545], [1.35929, 1.51479, -2.06788], [0.20883, 2.27436, -1.90379], [-0.63747, 2.03873, -0.82919], [-0.33197, 1.03811, 0.08286], [0.81543, 0.27546, -0.08100], [2.55766, -0.07858, -1.27959], [2.02196, 1.70249, -2.90358], [-0.03007, 3.05296, -2.61781], [-1.53375, 2.63269, -0.70178], [-0.98735, 0.85155, 0.92323], [1.05190, -0.50496, 0.63020], [5.84540, -0.89499, 1.69012], [5.86503, -0.79580, 3.07375], [4.93115, -0.00402, 3.72695], [3.97403, 0.68542, 2.99663], [3.95225, 0.58460, 1.61269], [4.88981, -0.20301, 0.95982], [6.57577, -1.51040, 1.18129], [6.60933, -1.33592, 3.64385], [4.94969, 0.07553, 4.80594], [3.24354, 1.30036, 3.50630], [3.20571, 1.12208, 1.04491], [4.87827, -0.27817, -0.12071], [-0.65377, -3.78873, 1.93489], [-0.96577, -2.79377, 1.01942], [-2.12052, -2.04092, 1.17875], [-2.96153, -2.27921, 2.25679], [-2.64741, -3.27202, 3.17396], [-1.49533, -4.02814, 3.01156], [0.24652, -4.37650, 1.81085], [-0.30725, -2.60558, 0.18081], [-2.36574, -1.26786, 0.46119], [-3.86108, -1.69058, 2.38318], [-3.29987, -3.45699, 4.01744], [-1.25126, -4.80186, 3.72775], [1.29616, -5.37133, 7.13598], [0.97969, -4.38018, 6.21802], [-0.17607, -3.62920, 6.37887], [-1.01304, -3.86610, 7.45985], [-0.69542, -4.85613, 8.37884], [0.45794, -5.60984, 8.21578], [2.19683, -5.95807, 7.01053], [1.63412, -4.19186, 5.37625], [-0.42517, -2.85996, 5.65890], [-1.91345, -3.27875, 7.58643], [-1.34703, -5.04033, 9.22294], [0.70398, -6.38375, 8.93097]], "max_force_ev_per_a": 0.8, "total_charge": 1, "gap_ha": 0.2344, "total_energy_ev": -68764.2265}

=====

No. 5
{"formula": "C7H14O2", "method": "ωB97M-V/def2-TZVPD", "elements": ["C", "C", "C", "C", "C", "C", "O", "C", "H", "H", "H", "H", "H", "H", "H", "H", "H", "H", "H", "H", "H", "H", "O"], "positions_angstrom": [[0.27861, 3.25992, 0.45194], [0.06887, 2.21959, 1.63872], [0.19330, 0.80792, 1.25943], [1.26087, 0.08014, 0.87829], [0.87378, -1.16550, 0.24015], [0.74943, -1.47853, -1.08597], [1.00006, -0.48192, -1.96176], [0.27350, -2.70153, -1.73075], [0.62802, 2.74658, -0.43715], [1.05328, 3.94315, 0.76571], [-0.62042, 3.84589, 0.30511], [0.72760, 2.61944, 2.39542], [-0.93925, 2.24224, 2.07382], [-0.80256, 0.34883, 1.15883], [2.29574, 0.40929, 0.93174], [0.67594, -1.94619, 0.98007], [1.35185, -0.96097, -2.72676], [-0.76244, -2.82224, -1.45259], [0.81417, -3.68895, -1.56189], [0.35443, -2.97184, -2.78329], [-3.16678, -1.44705, 1.03553], [-2.80149, -1.40007, -0.51105], [-3.50650, -1.45820, 0.13645]], "max_force_ev_per_a": 3.6, "multiplicity": 2, "total_charge": 1, "s_squared": 0.76, "gap_ha": [0.3836, 0.2254], "e_above_lowest_kj_mol": 28.9, "total_energy_ev": -11570.1407}